Molecular formula: C5H14O
Method: DFT, ωB97M-V/def2-TZVPD

Properties
- Relative energy (zero: lowest compared OMol25 entry of this formula, charge and spin): 0.998 eV
- SMILES: CCC(C)C.O
- HOMO-LUMO gap: 0.405 Ha

Atoms and positions in Å:
C: -1.070696 -2.067892 0.258148
C: 0.009655 -0.960490 0.109109
C: -0.308391 0.565158 0.229510
C: 0.178812 1.334676 -0.986560
C: -1.781092 0.832366 0.516262
H: -2.154666 -1.918903 0.171248
H: -0.990882 -2.348518 1.306611
H: -0.768462 -2.949457 -0.307229
H: 0.472413 -1.016339 -0.891580
H: 0.766717 -1.382223 0.783616
H: 0.344662 0.773503 1.085387
H: -0.131902 2.382325 -0.993187
H: 1.245766 1.223744 -1.160693
H: -0.222693 0.816419 -1.875096
H: -2.463714 0.733928 -0.321296
H: -2.180266 0.110511 1.228830
H: -1.863558 1.759581 1.086130
O: 3.408938 0.575331 -0.351974
H: 3.729106 1.472068 -0.273021
H: 3.780252 0.064219 0.385783

Atoms 1-2, force components in eV/Å:
0.012 -0.005 0.954
-0.158 -0.649 -1.919